16
Properties=species:S:1:pos:R:3:nbo_charge:R:1 method="wB97M-V/def2-TZVPD" relative_energy_kcal_mol=115.44 homo_ev=-13.54 total_energy_ev=-7733.25828 fmax_ev_per_a=3.55 molar_mass_g_mol=88.13 charge=+1
C -2.18 0.29 0.25 -0.22
H -4.18 -0.78 0.43 0.24
H 2.27 -1.71 0.47 0.39
H -2.63 1.09 0.69 0.22
N 1.40 1.49 -0.07 -0.33
N 0.17 1.55 -0.06 0.08
H 2.96 -1.12 -0.75 0.39
H 3.69 -0.93 0.73 0.41
H -1.02 0.71 -1.27 0.30
H 1.82 2.38 0.01 0.41
C -0.70 0.37 -0.32 -0.33
H -0.29 -0.54 -0.06 0.22
H 1.93 0.51 0.20 0.42
N 2.82 -0.91 0.23 -1.06
H -2.98 -1.69 -0.53 0.21
C -3.10 -0.72 0.06 -0.35

---

21
Properties=species:S:1:pos:R:3:nbo_charge:R:1 method="wB97M-V/def2-TZVPD" relative_energy_kcal_mol=16.38 homo_ev=-9.67 total_energy_ev=-10981.16886 fmax_ev_per_a=3.14 molar_mass_g_mol=119.16 smiles="CC(C)CC(N)=O.O"
H -1.60 -3.48 -0.88 0.47
H 1.30 0.02 -1.47 0.24
H -1.83 1.64 -1.66 0.21
H -1.05 3.21 -1.12 0.22
N 0.94 -0.45 2.53 -0.85
H -0.28 0.03 -2.18 0.19
C 0.97 -0.28 1.12 0.69
H -2.08 2.34 -0.08 0.21
H 0.70 0.31 3.14 0.38
H 1.67 -1.01 2.93 0.39
H -0.92 -0.39 0.29 0.25
C -1.33 2.19 -0.85 -0.61
C 0.46 0.68 -1.73 -0.61
H 0.80 1.42 -2.46 0.21
H 0.78 2.02 -0.14 0.20
C -0.28 0.43 0.66 -0.51
O 1.81 -0.93 0.54 -0.60
O -1.91 -2.65 -1.21 -0.93
H -1.22 -2.48 -1.88 0.47
C -0.06 1.42 -0.49 -0.22
H -0.78 0.82 1.56 0.22